C7H12NO4 | ωB97M-V/def2-TZVPD

XYZ file:
```
24
Properties=species:S:1:pos:R:3:forces:R:3
C -0.37829 -0.63715 0.68034 -1.4 -4.2 1.9
C 0.53253 1.28335 -0.28866 0.9 -1.6 1.2
C 1.20351 1.34311 1.11748 -0.4 0.5 0.0
C -2.79819 -0.40864 -1.28358 -0.5 -0.1 1.5
C -1.20722 -0.57524 -2.62000 -3.4 1.2 -0.3
C -1.45386 0.31725 -1.31480 -0.8 -0.4 -3.1
C 2.29795 -0.53285 2.08197 0.7 -1.0 -0.8
N -0.53594 0.16941 -0.27747 2.8 1.7 0.8
O -2.49249 -1.26678 -2.33203 1.8 -1.1 -0.9
O 2.23230 0.27996 1.07464 0.3 -1.1 2.1
O 1.62422 -0.36635 3.17457 0.6 -0.2 0.4
O 3.10600 -1.58047 2.05363 -1.0 1.0 0.7
H -1.15768 -1.55163 0.76238 1.1 2.2 -0.7
H -0.03537 2.13696 -0.39504 -0.9 2.2 -0.4
H 1.28881 1.22105 -1.13091 -1.0 -0.3 1.0
H 1.74345 2.28171 1.37519 -0.2 -0.6 -0.8
H 0.51977 1.16464 1.99164 0.5 -0.1 -1.4
H -3.04646 -0.97617 -0.34120 0.2 0.7 -0.8
H -3.61260 0.23623 -1.59950 -0.3 0.3 0.5
H -1.46805 -0.00017 -3.52190 0.6 0.2 0.2
H -0.38957 -1.20278 -2.88042 0.8 -0.7 0.6
H -1.52265 1.37463 -1.59974 0.0 -0.3 0.3
H 1.86075 -0.93834 3.97421 -0.1 0.6 -1.7
H 3.68908 -1.77173 1.29919 -0.4 0.7 -0.3
```
Forces are in eV/Å.

## Properties
HOMO-LUMO gap = 8.58 eV
Total charge = +1
E_tot = -17121.898 eV
F_max = 0.0932 hartree/bohr